Entry 1:
# C46H44Ge2IrN4O5S2

C46H44Ge2IrN4O5S2 as an isolated structure (the ωB97M-V functional and the def2-TZVPD basis, OMol25).

CARTESIAN COORDINATES (ANGSTROEM)
Ir -0.1435 -0.8678 -0.0237
C -2.1384 -5.3195 -1.2595
C -1.1716 -5.6319 -0.3171
C -0.1272 -4.7618 -0.0710
C -0.0398 -3.5570 -0.7731
C -0.9912 -3.2679 -1.7620
C -2.0310 -4.1484 -1.9937
N 0.9094 -2.5998 -0.3909
C 2.1378 -2.5443 -0.8868
C 2.4639 -3.3303 -2.1160
C 3.9184 -3.7445 -2.3745
C 4.9963 -2.8432 -1.7594
C 4.4852 -1.6012 -1.0237
C 3.0917 -1.5910 -0.4603
N 2.8896 -0.5064 0.2420
N 1.7473 0.0087 0.6176
C 1.8282 1.2817 1.0771
C 3.0718 1.8207 1.4635
C 3.1179 3.0216 2.1745
C 1.9807 3.7670 2.3054
C 0.8018 3.3551 1.5679
N 0.6963 1.9940 1.2325
H -2.9714 -5.9864 -1.4267
H -1.2545 -6.5452 0.2526
H 0.6031 -4.9818 0.6929
H -0.9028 -2.3623 -2.3503
H -2.7712 -3.9098 -2.7433
H 1.7650 -4.1629 -2.2186
H 4.1223 -4.8112 -2.3542
H 5.8579 -3.3369 -1.3148
H 5.1699 -1.2448 -0.2541
H 3.9490 1.2176 1.3000
H 4.0483 3.3334 2.6241
H 1.9536 4.6956 2.8552
H -0.1439 3.7132 1.9700
C 6.3291 -1.9161 -3.9090
C 5.0761 -2.0333 -3.0777
C 3.9468 -2.9068 -3.6649
C 2.4971 -2.4348 -3.4081
C 2.3305 -0.9824 -3.1971
C 3.2971 -0.1899 -2.7723
C 4.6041 -0.7583 -2.3435
S 0.7042 -0.2717 -3.4332
O -0.0977 -1.2430 -4.1406
O 0.8813 1.0159 -4.0593
O 0.1752 -0.0632 -2.0367
H 6.6614 -2.9018 -4.2262
H 7.1295 -1.4478 -3.3394
H 6.1287 -1.3121 -4.7917
H 4.1417 -3.3338 -4.6443
H 1.7780 -2.7621 -4.1599
H 3.1201 0.8686 -2.6660
H 5.3773 0.0079 -2.2859
C 0.3839 3.4246 -1.8610
Ge 1.0135 4.4722 -0.2867
C 2.9377 4.9542 -0.5102
C -0.0188 6.1391 0.1408
Ge -0.9533 0.9110 1.4488
C -0.6396 0.7851 3.4300
C 0.0367 -0.3216 3.9261
C 0.3573 -0.4115 5.2689
C 0.0086 0.6130 6.1333
C -0.6601 1.7252 5.6486
C -0.9774 1.8113 4.3037
C -2.6047 2.0545 1.2737
C -2.9261 2.8146 0.1534
C -4.2258 3.2465 -0.0527
C -5.2241 2.9158 0.8493
C -4.9116 2.1808 1.9805
C -3.6163 1.7430 2.1813
H 1.0957 3.5504 -2.6731
H -0.5858 3.7760 -2.2007
H 0.3196 2.3588 -1.6513
H 3.0542 5.4955 -1.4442
H 3.5598 4.0665 -0.5530
H 3.2855 5.5812 0.3051
H 0.0550 6.8462 -0.6783
H 0.3947 6.6009 1.0333
H -1.0672 5.9229 0.3211
H 0.2974 -1.1233 3.2438
H 0.8811 -1.2788 5.6433
H 0.2517 0.5442 7.1847
H -0.9364 2.5269 6.3203
H -1.5046 2.6823 3.9329
H -2.1581 3.0503 -0.5710
H -4.4745 3.8216 -0.9331
H -6.2468 3.2069 0.6599
H -5.6813 1.9264 2.6915
H -3.3778 1.1503 3.0559
O -8.0282 -0.2829 -0.2015
C -7.5631 -1.2077 0.6637
O -8.3390 -1.8508 1.3212
C -6.0909 -1.3769 0.7723
C -5.1539 -0.8316 -0.1071
C -3.8043 -1.0707 0.0644
C -3.3569 -1.8531 1.1297
S -1.6965 -2.2673 1.4055
C -4.2933 -2.3983 2.0138
C -5.6339 -2.1737 1.8278
H -7.3267 0.1741 -0.6810
H -5.4638 -0.2281 -0.9519
H -3.0894 -0.6732 -0.6459
H -3.9379 -3.0071 2.8310
H -6.3642 -2.6038 2.4968

Values from the calculation:
E_HOMO (alpha / beta): -6.37 / -7.75 eV
largest force on an atom: 3.53 eV/Å
⟨S²⟩: 8.795
HOMO-LUMO gap (alpha / beta): 6.0375 / 5.0445 eV
2S+1: 6

***

Entry 2:
# C46H44IrN2O2P2

C46H44IrN2O2P2 as an isolated structure (the ωB97M-V functional and the def2-TZVPD basis, OMol25).

CARTESIAN COORDINATES (ANGSTROEM)
Ir 0.7545 0.6217 -0.6341
N 2.8745 0.7464 -1.0278
C 3.3121 2.1714 -1.1748
C 2.1769 2.9587 -1.7861
N 0.9592 2.7647 -0.9371
H 3.4324 0.2561 -0.3308
H 3.0594 0.2502 -1.8993
H 4.2164 2.2251 -1.7796
H 3.5635 2.5551 -0.1874
H 1.9401 2.5948 -2.7880
H 2.4204 4.0176 -1.8681
H 0.1473 3.1854 -1.3908
H 1.0699 3.2644 -0.0574
O -1.5993 -1.8219 -0.7532
C -2.8560 -1.3969 -1.0753
C -3.8848 -2.1896 -1.5561
C -5.1009 -1.5799 -1.8246
C -5.2822 -0.2129 -1.6255
C -4.2238 0.5632 -1.1954
C -2.9845 -0.0302 -0.9183
P -1.6082 1.0609 -0.4844
C -1.8660 2.4232 -1.6595
C -1.6743 2.1412 -3.0174
C -1.8845 3.1229 -3.9714
C -2.2980 4.3935 -3.5831
C -2.5161 4.6725 -2.2441
C -2.3047 3.6918 -1.2782
C -1.9462 1.6477 1.1887
C -1.3236 2.7857 1.7157
C -1.5510 3.1719 3.0262
C -2.3993 2.4181 3.8318
C -3.0109 1.2854 3.3228
C -2.7867 0.8968 2.0063
C -1.2039 -3.0092 -0.2148
C -2.0108 -4.0040 0.3054
C -1.3876 -5.1420 0.8045
C -0.0042 -5.2769 0.7944
C 0.7838 -4.2435 0.3202
C 0.1798 -3.0839 -0.1789
P 1.1382 -1.6954 -0.7847
C 2.7899 -2.0078 -0.1238
C 3.8793 -2.2437 -0.9637
C 5.1398 -2.4769 -0.4243
C 5.3108 -2.4810 0.9516
C 4.2263 -2.2555 1.7940
C 2.9669 -2.0202 1.2644
C 1.1886 -1.6308 -2.5672
C 1.5111 -2.7041 -3.3935
C 1.4842 -2.5313 -4.7710
C 1.1313 -1.3018 -5.3184
C 0.7966 -0.2257 -4.5027
C 0.8289 -0.4092 -3.1321
H -3.7443 -3.2473 -1.7238
H -5.9206 -2.1806 -2.1963
H -6.2427 0.2426 -1.8217
H -4.3590 1.6320 -1.0798
H -1.4207 1.1380 -3.3418
H -1.7576 2.8926 -5.0212
H -2.4758 5.1570 -4.3288
H -2.8689 5.6501 -1.9435
H -2.5187 3.9186 -0.2429
H -0.6868 3.4080 1.0989
H -1.0943 4.0749 3.4113
H -2.5947 2.7294 4.8496
H -3.6792 0.7043 3.9446
H -3.2875 0.0196 1.6159
H -3.0860 -3.9117 0.3229
H -2.0002 -5.9400 1.2034
H 0.4571 -6.1784 1.1722
H 1.8619 -4.3295 0.3564
H 3.7531 -2.2622 -2.0400
H 5.9794 -2.6691 -1.0790
H 6.2886 -2.6770 1.3716
H 4.3623 -2.2839 2.8674
H 2.1235 -1.8847 1.9321
H 1.7670 -3.6687 -2.9714
H 1.7326 -3.3579 -5.4231
H 1.1090 -1.1804 -6.3933
H 0.5053 0.7224 -4.9363
H 0.5075 0.4602 -2.4986
C 1.8312 2.1633 2.3511
C 1.0212 0.9143 2.4061
O 0.6619 0.3137 1.3574
C 0.6278 0.3181 3.6645
C 0.9674 0.9507 4.8701
C 0.5865 0.3908 6.0747
C -0.1250 -0.8035 6.0801
C -0.4613 -1.4442 4.8895
C -0.0924 -0.8878 3.6825
H 2.0582 2.4198 1.3219
H 2.7706 2.0261 2.8894
H 1.2964 2.9830 2.8322
H 1.5181 1.8814 4.8749
H 0.8428 0.8765 7.0060
H -0.4178 -1.2449 7.0242
H -1.0136 -2.3738 4.9152
H -0.3569 -1.3735 2.7522

Values from the calculation:
E_HOMO: -15.75 eV
largest force on an atom: 1.02 eV/Å
HOMO-LUMO gap: 6.7465 eV
net charge: +3

***

Entry 3:
# C46H44NO2

A 2-piece molecular cluster, C46H44NO2 overall (the ωB97M-V functional and the def2-TZVPD basis, OMol25).

CARTESIAN COORDINATES (ANGSTROEM)
C -5.4753 2.0594 0.9009
O -5.2405 0.6376 0.9867
C -3.9937 0.1265 0.8660
C -3.8886 -1.2695 1.1103
C -2.6552 -1.8578 1.2124
C -1.4510 -1.0942 1.0605
C -0.2109 -1.7050 1.3526
C 1.0649 -1.0835 1.2831
C 2.2185 -1.8487 0.9210
C 3.4495 -1.2567 0.7782
C 3.5871 0.1458 0.9500
O 4.8345 0.6346 0.7400
C 5.0823 2.0553 0.8185
C 2.4630 0.9323 1.3229
C 1.2477 0.3061 1.5383
C -1.6014 0.2388 0.5492
C -2.8314 0.8759 0.5361
H -6.5599 2.1191 1.0044
H -4.9813 2.6022 1.7204
H -5.1574 2.4661 -0.0702
H -4.8143 -1.8209 1.2466
H -2.5779 -2.9246 1.4151
H -0.2269 -2.7813 1.5450
H 2.1102 -2.9139 0.7216
H 4.3469 -1.8114 0.5123
H 6.1640 2.1091 0.6878
H 4.5693 2.5921 0.0068
H 4.7896 2.4735 1.7933
H 2.5604 2.0173 1.4342
H 0.4063 0.9063 1.8869
H -0.7323 0.7788 0.1685
H -2.9179 1.9367 0.2711
C -2.8440 -9.7305 8.2158
C -3.6134 -8.5856 7.9956
C -3.0445 -7.4589 7.3899
C -1.6736 -7.4149 7.0942
C -0.9717 -6.1512 6.5460
C -0.4858 -6.3747 5.1044
C -0.8842 -7.4749 4.3393
C -0.4025 -7.6237 3.0330
C 0.4196 -6.6504 2.4626
C 0.7934 -5.5282 3.2114
C 0.3230 -5.3946 4.5182
C -1.9198 -4.9443 6.6129
C -2.3535 -4.2646 5.4726
C -3.2056 -3.1568 5.5899
C -3.6987 -2.7842 6.8384
C -3.3252 -3.5039 7.9753
C -2.4526 -4.5898 7.8629
C 0.2855 -5.8621 7.4331
C 1.4902 -6.8032 7.2274
C 2.7638 -5.9620 7.3499
C 2.3240 -4.5064 7.4313
N 0.8773 -4.5361 7.2346
C 0.2318 -3.3661 7.5368
C 0.4620 -2.1826 6.8862
C -0.1044 -0.9287 7.3411
C 0.2585 0.2930 6.7289
C -0.3610 1.4844 7.0914
C -1.3835 1.4831 8.0629
C -1.7115 0.2855 8.7207
C -1.0213 -0.8837 8.4197
C -0.9387 -8.5993 7.2399
C -1.5005 -9.7362 7.8280
H -3.2848 -10.6141 8.6811
H -4.6689 -8.5548 8.2844
H -3.6959 -6.6095 7.1647
H -1.5753 -8.2217 4.7444
H -0.6947 -8.5136 2.4689
H 0.7725 -6.7572 1.4365
H 1.4401 -4.7438 2.8046
H 0.5591 -4.4939 5.0837
H -2.0378 -4.5823 4.4747
H -3.4835 -2.6128 4.6824
H -4.3688 -1.9292 6.9348
H -3.7154 -3.2330 8.9606
H -2.1830 -5.1678 8.7531
H -0.0368 -5.9431 8.4940
H 1.4681 -7.6020 7.9745
H 1.4637 -7.2583 6.2318
H 3.3348 -6.2208 8.2465
H 3.4109 -6.0950 6.4794
H 2.5775 -4.0713 8.4170
H 2.7805 -3.8641 6.6642
H -0.4336 -3.4317 8.4042
H 1.1417 -2.1622 6.0280
H 1.0420 0.2777 5.9640
H -0.0616 2.4251 6.6236
H -1.9017 2.4089 8.3229
H -2.4958 0.2682 9.4808
H -1.2186 -1.7804 9.0073
H 0.0854 -8.6589 6.8727
H -0.8734 -10.6229 7.9651

Values from the calculation:
E_HOMO: -8.99 eV
largest force on an atom: 2.00 eV/Å
HOMO-LUMO gap: 3.9206 eV
ΔE to the lowest compared entry with this formula, charge and spin: 0.0 kJ/mol
net charge: +1

***

Entry 4:
# C46H46BBrIrN10O2Se

C46H46BBrIrN10O2Se as an isolated structure (the ωB97M-V functional and the def2-TZVPD basis, OMol25).

CARTESIAN COORDINATES (ANGSTROEM)
Ir 0.5767 -0.0903 0.3930
C 4.1838 1.5216 -3.3171
C 2.8090 1.1369 -2.8898
C 1.6515 1.0901 -3.6374
C 0.6574 0.6139 -2.7852
N 1.1721 0.4366 -1.5582
N 2.5074 0.7306 -1.6432
B 3.4972 0.2063 -0.5771
N 3.1165 -1.2756 -0.3083
N 1.8099 -1.6446 -0.1370
C 1.7166 -2.9596 -0.4214
C 3.0072 -3.4336 -0.7172
C 3.8511 -2.3527 -0.6534
C 5.3170 -2.2943 -0.9130
C 0.5260 -3.8050 -0.4488
C 0.6330 -5.0693 -0.9978
C -0.3350 -6.0478 -0.7896
C -1.4184 -5.8051 0.1003
C -1.6129 -4.5679 0.5946
C -0.7923 -3.4160 0.1225
N 3.2977 1.0383 0.6978
N 2.0530 1.0184 1.1846
C 1.9684 1.9408 2.1598
C 3.2149 2.5503 2.2940
C 4.0331 1.9599 1.3405
C 5.4591 2.2274 1.0042
C 0.7527 2.1405 2.9593
C 0.9012 2.8225 4.2461
C 0.1246 3.8530 4.5907
C -0.9951 4.4983 3.8604
C -2.1882 3.6766 3.3590
C -0.4591 1.7909 2.4993
C -0.7041 0.2673 -3.2527
C -0.9842 -1.0704 -3.5278
C -2.1578 -1.4172 -4.1792
C -3.0542 -0.4313 -4.5701
C -2.7797 0.9010 -4.2993
C -1.6044 1.2520 -3.6481
H 4.1556 1.8785 -4.3436
H 4.8688 0.6754 -3.2692
H 4.5863 2.3160 -2.6886
H 1.5374 1.3181 -4.6833
H 4.6180 0.2846 -0.9589
H 3.2982 -4.4470 -0.9242
H 5.7175 -3.3042 -0.9578
H 5.8403 -1.7483 -0.1296
H 5.5274 -1.8044 -1.8642
H 1.5134 -5.3380 -1.5639
H -0.2172 -7.0212 -1.2441
H -2.0764 -6.6181 0.3759
H -2.4463 -4.3420 1.2454
H -0.7292 -2.6344 0.8671
H 3.4842 3.3322 2.9828
H 5.8844 2.9190 1.7270
H 5.5499 2.6721 0.0128
H 6.0467 1.3103 1.0165
H 1.7238 2.5379 4.8917
H 0.3266 4.3268 5.5452
H -1.2271 5.4854 4.2482
H -3.2084 4.0360 3.4602
H -1.5877 1.2626 0.9107
H -0.2622 -1.8341 -3.2612
H -2.3624 -2.4571 -4.3996
H -3.9610 -0.7011 -5.0954
H -3.4732 1.6729 -4.6058
H -1.3808 2.2972 -3.4695
N 0.6264 -0.9130 2.4240
C 0.1586 -2.1479 3.1548
C -1.0718 -1.9184 4.0352
C -2.3976 -2.4174 3.4827
N -2.7293 -1.7884 2.2013
H 1.6421 -0.9663 2.4514
H 0.4115 -0.1386 3.0492
H 0.9927 -2.4357 3.7952
H 0.0121 -2.9710 2.4641
H -1.1446 -0.8549 4.2920
H -0.9033 -2.4266 4.9861
H -3.1669 -2.2701 4.2477
H -2.3216 -3.4957 3.3226
H -2.9204 -0.8003 2.3449
H -3.5970 -2.1756 1.8429
Se -2.0310 1.7516 3.5639
N -0.6463 1.6247 1.0683
C -0.5541 2.9947 0.4660
C -0.2458 3.0798 -0.8779
C 0.0119 4.2887 -1.4980
C -0.0441 5.4541 -0.7518
C -0.4541 5.3894 0.5656
C -0.7538 4.1810 1.1971
N -1.3396 4.3326 2.4723
H -0.1927 2.1683 -1.4348
H 0.2666 4.3123 -2.5498
H 0.1749 6.4124 -1.2020
H -0.6069 6.2954 1.1370
Br -5.4584 2.3478 -1.6431
C -5.0054 0.5175 -1.6025
C -5.9391 -0.4422 -1.9645
C -5.5829 -1.7854 -1.9505
C -4.3054 -2.1688 -1.5801
C -3.3784 -1.1926 -1.2213
C -3.7264 0.1541 -1.2291
C -2.0231 -1.5631 -0.7845
O -1.6924 -2.8130 -0.9359
O -1.2932 -0.7120 -0.2633
H -6.9365 -0.1422 -2.2556
H -6.3130 -2.5324 -2.2304
H -4.0219 -3.2120 -1.5714
H -2.9982 0.9113 -0.9765

Values from the calculation:
E_HOMO (alpha / beta): -12.52 / -13.08 eV
largest force on an atom: 0.20 eV/Å
⟨S²⟩: 0.798
HOMO-LUMO gap (alpha / beta): 7.3994 / 6.7631 eV
ΔE to the lowest compared entry with this formula, charge and spin: 288.2 kJ/mol
net charge: +2
2S+1: 2